<A>
Here is one molecule with the formula C14H14N2O2S from the Open Molecules 2025 dataset. Energies are from ωB97M-V/def2-TZVPD.

For the HOMO energy, the calculation gives -8.53 eV. For the LUMO energy, the calculation gives 0.011 Eh. Its SMILES is CCSC1=C(C#N)[C@H](c2cccc(O)c2)CC(=O)N1.

Each line ends with the natural charge from an NBO analysis.
Geometry (Å):
C  -3.472  -1.616  -3.849  -0.616
C  -2.348  -1.762  -2.842  -0.511
S  -1.768  -0.080  -2.352  0.284
C  -1.134  -0.367  -0.736  0.113
C  -1.170  0.591  0.216  -0.251
C  -1.790  1.829  0.008  0.281
N  -2.313  2.846  -0.106  -0.317
C  -0.482  0.343  1.548  -0.235
C  0.945  0.840  1.435  0.001
C  1.164  2.213  1.404  -0.246
C  2.446  2.713  1.263  -0.170
C  3.527  1.860  1.152  -0.279
C  3.317  0.486  1.183  0.317
O  4.394  -0.336  1.075  -0.663
C  2.028  -0.019  1.321  -0.285
C  -0.627  -1.137  1.900  -0.507
C  -0.216  -2.050  0.769  0.698
O  0.330  -3.121  0.904  -0.583
N  -0.553  -1.593  -0.479  -0.639
H  -4.300  -1.061  -3.416  0.222
H  -3.827  -2.600  -4.149  0.222
H  -3.126  -1.085  -4.732  0.215
H  -1.508  -2.304  -3.279  0.209
H  -2.694  -2.266  -1.941  0.223
H  -0.987  0.938  2.316  0.244
H  0.326  2.889  1.484  0.221
H  2.604  3.781  1.240  0.218
H  4.532  2.232  1.044  0.225
H  4.112  -1.258  1.121  0.482
H  1.898  -1.091  1.346  0.204
H  -0.051  -1.391  2.790  0.251
H  -1.680  -1.352  2.111  0.249
H  -0.317  -2.195  -1.257  0.423

<B>
Here is one molecule with the formula C14H14N2O2S from the Open Molecules 2025 dataset. Energies are from ωB97M-V/def2-TZVPD.

For the HOMO energy, the calculation gives -8.19 eV. For the LUMO energy, the calculation gives -0.005 Eh. Its SMILES is CC(/C=C/c1ccco1)=N/NC(=O)Cc1cccs1.

Each line ends with the natural charge from an NBO analysis.
Geometry (Å):
C  0.070  -3.005  0.600  -0.633
C  0.318  -1.530  0.715  0.194
C  -0.436  -0.833  1.748  -0.251
C  -0.928  0.415  1.654  -0.191
C  -1.685  1.067  2.682  0.211
C  -2.041  0.696  3.960  -0.265
C  -2.782  1.769  4.492  -0.313
C  -2.828  2.716  3.512  0.107
O  -2.172  2.304  2.422  -0.383
N  1.190  -1.048  -0.087  -0.244
N  1.591  0.235  -0.037  -0.457
C  2.481  0.765  -0.926  0.692
O  2.897  1.891  -0.779  -0.592
C  2.822  -0.139  -2.099  -0.538
C  1.744  -0.001  -3.123  -0.190
C  0.564  -0.675  -3.196  -0.262
C  -0.245  -0.255  -4.276  -0.256
C  0.329  0.736  -5.003  -0.417
S  1.870  1.181  -4.384  0.447
H  -0.987  -3.196  0.422  0.218
H  0.656  -3.415  -0.216  0.234
H  0.351  -3.504  1.527  0.218
H  -0.650  -1.416  2.634  0.210
H  -0.821  0.994  0.746  0.228
H  -1.802  -0.224  4.453  0.225
H  -3.220  1.831  5.468  0.232
H  -3.281  3.687  3.476  0.207
H  1.318  0.833  0.745  0.388
H  3.780  0.181  -2.509  0.243
H  2.871  -1.170  -1.750  0.257
H  0.289  -1.448  -2.502  0.229
H  -1.209  -0.677  -4.499  0.221
H  -0.055  1.237  -5.869  0.234

Which of them is the most stable, and which is the least stable? <A> and <B>, in that order.

<A>
Here is one molecule with the formula C9H10O3 from the Open Molecules 2025 dataset. Energies are from ωB97M-V/def2-TZVPD.

For the HOMO energy, the calculation gives -9.16 eV. For the LUMO energy, the calculation gives 0.000 Eh. Its SMILES is CC(C)(C=O)C(=O)c1ccco1.

Each line ends with the natural charge from an NBO analysis.
Geometry (Å):
C  -0.474  0.680  -2.731  -0.640
C  -0.489  0.512  -1.195  -0.201
C  -1.882  0.233  -0.650  -0.629
C  0.362  1.624  -0.557  0.423
O  0.271  1.957  0.610  -0.518
C  0.656  -0.605  -0.599  0.557
O  1.482  -1.070  -1.362  -0.516
C  0.732  -0.856  0.831  0.128
C  1.808  -1.026  1.634  -0.224
C  1.367  -1.148  2.943  -0.306
C  0.021  -1.016  2.891  0.118
O  -0.361  -0.809  1.600  -0.378
H  -1.050  1.556  -2.968  0.224
H  0.479  0.470  -3.271  0.251
H  -1.122  -0.168  -3.164  0.220
H  -2.314  -0.631  -1.077  0.221
H  -2.671  0.994  -0.976  0.213
H  -1.974  0.321  0.452  0.254
H  0.871  2.211  -1.317  0.130
H  2.837  -0.921  1.375  0.233
H  2.048  -1.328  3.841  0.239
H  -0.599  -0.981  3.689  0.200

<B>
Here is one molecule with the formula C9H10O3 from the Open Molecules 2025 dataset. Energies are from ωB97M-V/def2-TZVPD.

For the HOMO energy, the calculation gives -9.10 eV. For the LUMO energy, the calculation gives 0.002 Eh. Its SMILES is COc1cccc(C=O)c1OC.

Each line ends with the natural charge from an NBO analysis.
Geometry (Å):
C  1.526  1.084  2.577  -0.262
O  1.108  1.666  1.279  -0.531
C  0.913  0.804  0.278  0.222
C  1.805  0.811  -0.760  -0.208
C  1.692  -0.027  -1.883  -0.228
C  0.521  -0.781  -1.958  -0.156
C  -0.491  -0.775  -0.996  -0.220
C  -1.543  -1.799  -0.935  0.396
O  -1.990  -2.365  -1.979  -0.533
C  -0.228  -0.050  0.172  0.308
O  -1.105  -0.161  1.235  -0.545
C  -1.901  1.023  1.535  -0.259
H  2.327  0.335  2.451  0.189
H  1.984  2.030  3.106  0.207
H  0.628  0.638  3.046  0.197
H  2.685  1.481  -0.659  0.224
H  2.436  0.032  -2.737  0.232
H  0.354  -1.477  -2.787  0.232
H  -2.003  -1.900  0.100  0.156
H  -2.270  0.950  2.644  0.197
H  -1.270  1.863  1.572  0.193
H  -2.739  1.187  0.810  0.190

<C>
Here is one molecule with the formula C9H10O3 from the Open Molecules 2025 dataset. Energies are from ωB97M-V/def2-TZVPD.

For the HOMO energy, the calculation gives -8.60 eV. For the LUMO energy, the calculation gives 0.012 Eh. Its SMILES is COc1cc(C(C)=O)ccc1O.

Each line ends with the natural charge from an NBO analysis.
Geometry (Å):
C  1.982  2.305  -0.717  -0.238
O  2.239  0.901  0.126  -0.593
C  1.305  -0.177  0.023  0.201
C  0.021  0.241  -0.003  -0.210
C  -1.074  -0.583  -0.282  -0.154
C  -2.516  -0.158  -0.160  0.551
C  -2.808  0.707  0.980  -0.735
O  -3.457  -0.652  -0.805  -0.528
C  -0.630  -1.987  -0.441  -0.156
C  0.717  -2.423  -0.276  -0.266
C  1.736  -1.478  0.017  0.281
O  2.998  -1.767  0.418  -0.639
H  0.911  2.352  -0.976  0.195
H  2.670  2.274  -1.578  0.206
H  2.261  3.162  0.020  0.211
H  -0.176  1.271  0.112  0.202
H  -2.086  1.519  1.141  0.218
H  -3.704  1.248  0.599  0.244
H  -3.194  0.333  1.969  0.265
H  -1.423  -2.729  -0.270  0.222
H  0.833  -3.456  -0.081  0.228
H  3.395  -0.903  0.186  0.495

Which of them is the most stable, and which is the least stable? <B> and <C>, in that order.